No. 1
Here is an isolated molecule of C5H8O2 from OMol25. Energies are from the ωB97M-V functional and the def2-TZVPD basis.

XYZ file:
```
15
Properties=species:S:1:pos:R:3:forces:R:3:mulliken_charge:R:1
C -1.7555 1.1326 -0.5783 0.04 0.01 0.06 -1.338
C -0.7821 0.0069 -0.8219 -0.23 -0.05 0.00 0.111
O 0.4939 0.4445 -1.3081 0.18 0.08 -0.17 -0.528
C 0.4531 -0.2272 -0.0770 -0.03 -0.13 0.12 0.594
C 1.2612 -1.4931 0.1445 -0.06 -0.21 -0.26 -0.473
O 1.6538 -1.0293 1.4464 0.08 -0.04 0.14 -0.418
C 1.0088 0.2428 1.2623 -0.12 0.35 0.02 -0.392
H -2.6114 0.8359 0.0360 0.17 -0.06 -0.04 0.323
H -1.2448 1.9755 -0.1040 -0.07 -0.14 0.02 0.354
H -2.1442 1.4848 -1.5416 0.08 -0.09 0.16 0.334
H -1.1811 -0.8717 -1.3355 0.03 0.21 -0.08 0.399
H 0.7332 -2.4536 0.1744 0.03 0.16 0.06 0.269
H 2.1103 -1.5587 -0.5488 -0.09 -0.02 0.12 0.246
H 1.7256 1.0698 1.1947 -0.08 -0.10 -0.01 0.255
H 0.2791 0.4408 2.0570 0.07 0.01 -0.16 0.264
```
Forces are in eV/Å.

Output
HOMO-LUMO gap ... 10.81 eV
SMILES string ... C[C@H]1OC12COC2
Net charge ... 0

No. 2
Here is a structure of composition C2H5Br2N2 in a non-equilibrium geometry from OMol25. Energies are from the ωB97M-V functional and the def2-TZVPD basis.

XYZ file:
```
11
Properties=species:S:1:pos:R:3:forces:R:3:mulliken_charge:R:1
C -0.6686 -0.2590 -0.0406 -0.49 -0.69 1.25 0.532
C 0.0452 0.9709 -0.1460 -0.74 -0.15 -0.23 -0.789
N -3.0506 0.1829 0.7196 1.72 -1.89 1.38 -0.279
N -0.6353 -1.5031 0.0738 -3.88 -0.20 -0.52 -0.151
Br -3.4185 1.6416 -0.1294 -0.88 2.16 -1.40 0.214
Br -3.7202 -1.3867 0.0331 -0.59 -0.32 -0.23 0.090
H 0.6014 1.0030 -1.0451 0.67 0.16 -1.12 0.338
H 0.6879 1.1421 0.6697 1.07 -0.23 1.23 0.331
H -0.6562 1.7774 -0.0930 -0.56 0.70 -0.35 0.237
H 0.0054 -2.2095 -0.2169 1.35 -0.28 -0.04 0.296
H -1.7201 -1.9324 0.1324 2.35 0.76 0.04 0.182
```
Forces are in eV/Å.

Output
HOMO-LUMO gap (alpha / beta) ... 8.25 / 8.06 eV
Net charge ... +1

No. 3
Here is a cluster of 15 separate species, C50H135N15O15 in total in a non-equilibrium geometry from OMol25. Energies are from the ωB97M-V functional and the def2-TZVPD basis.

XYZ file:
```
215
Properties=species:S:1:pos:R:3:forces:R:3:mulliken_charge:R:1
O -4.6986 -4.6200 -0.8151 0.17 -1.34 -0.66 -0.644
C -5.0426 -3.6237 -0.2420 0.45 1.36 1.37 0.590
N -4.9433 -3.5140 1.1357 -0.81 0.75 -1.54 -0.012
C -5.3726 -2.3492 -0.9792 -0.88 0.65 -0.81 -0.616
H -4.5859 -4.3103 1.6107 0.03 -0.41 0.45 0.242
H -5.3145 -2.7084 1.6359 0.33 -0.45 0.02 -0.138
H -6.3360 -1.8810 -0.7261 0.02 -0.51 0.13 0.608
H -5.3515 -2.4547 -2.0874 0.06 -0.22 0.95 0.274
H -4.6714 -1.5677 -0.7157 0.47 0.03 0.09 -0.299
O -0.4199 -0.8453 -6.0602 0.40 -0.18 -0.44 -0.162
C -0.2280 -1.7883 -6.8076 -1.24 -1.87 0.11 0.546
N -0.3492 -3.1296 -6.4368 0.69 1.45 -2.89 -0.192
C 0.1469 -1.7235 -8.2921 1.03 1.45 0.49 -1.644
H -0.5085 -3.4503 -5.5196 -0.18 -0.27 1.27 0.133
H -0.1610 -3.7358 -7.2489 -0.29 0.02 1.44 0.211
H 1.2157 -2.0074 -8.2367 -0.41 -0.21 -0.65 0.430
H 0.1669 -0.6690 -8.5881 -0.22 -0.26 -0.01 0.155
H -0.4301 -2.2906 -9.0408 0.23 -0.07 0.75 0.471
O -1.6950 2.6887 -1.9787 0.53 -1.68 -0.19 -0.242
C -2.7294 3.2940 -1.9132 0.03 2.69 1.26 0.710
N -3.9096 2.9429 -2.4411 -0.67 -0.69 -0.34 -0.288
C -2.7438 4.6264 -1.1328 -0.06 0.37 -0.91 -1.520
H -4.7204 3.4693 -2.1420 0.14 -0.35 -0.26 0.207
H -4.0263 2.0022 -2.8235 -0.04 0.41 0.19 0.044
H -1.7844 4.8366 -0.6559 -0.14 -0.20 -0.34 0.087
H -3.4925 4.5471 -0.4007 -0.89 -0.46 1.56 0.478
H -3.1337 5.5204 -1.6569 0.64 -0.52 -0.49 0.355
O 0.2165 -5.8508 0.7882 -0.52 0.58 -0.25 -0.731
C -0.3065 -5.0099 0.0660 -0.23 0.15 -0.39 0.422
N 0.0566 -4.8386 -1.2253 0.22 -0.09 -1.61 -0.165
C -1.4422 -4.0631 0.4291 -0.32 -1.72 2.89 0.316
H 0.6164 -5.5841 -1.6547 -0.33 0.74 0.29 0.284
H -0.4357 -4.1688 -1.8532 0.69 -1.05 0.81 -0.025
H -1.3100 -3.0700 0.0247 0.03 0.32 0.02 -0.466
H -1.4609 -4.1183 1.5946 -0.15 0.64 -1.95 -0.367
H -2.3963 -4.5283 0.0956 0.57 0.38 0.00 0.623
O 1.5472 1.9814 6.2335 -0.84 -0.75 -0.61 -0.644
C 0.5607 1.2922 5.9785 -0.30 0.48 1.72 0.751
N 0.6222 0.0725 5.3633 0.85 0.99 0.48 0.201
C -0.8812 1.7764 6.3403 0.28 -0.14 -2.46 -0.527
H -0.1571 -0.5414 5.3340 -0.60 -0.35 -0.04 -0.166
H 1.5469 -0.3025 5.1878 -0.22 0.06 -0.06 0.006
H -0.9946 2.8115 6.6330 0.69 0.15 0.18 0.395
H -1.5498 1.1902 6.9381 0.26 -0.83 0.62 0.387
H -1.3283 1.7054 5.3281 -0.26 0.24 0.30 -0.331
C -5.2203 2.9060 2.5964 -0.73 -1.10 -1.42 -1.337
C -4.4185 1.7203 3.0965 -0.09 0.00 1.06 2.126
C -2.9328 1.8951 2.5769 -1.23 -0.11 2.36 -1.324
O -2.8280 2.0022 1.2292 -0.02 -0.92 -2.06 0.267
C -2.9066 0.7450 0.5288 0.28 -0.48 -0.26 0.287
N -4.4460 1.7429 4.5828 2.92 -1.21 -0.13 -0.400
H -5.5203 2.4887 1.5933 0.14 1.47 0.35 0.216
H -4.6101 3.8474 2.5600 -0.88 -0.79 -0.01 0.269
H -6.1751 2.9653 3.1684 0.72 0.39 -0.30 0.534
H -4.9409 0.7531 2.7724 1.10 1.24 0.20 -1.360
H -2.2740 1.1288 2.9911 0.05 -0.47 -0.03 0.046
H -2.5851 2.8393 3.0307 -0.13 -0.05 -0.24 0.582
H -2.5900 0.9372 -0.5112 0.33 -0.06 0.61 -0.328
H -3.9254 0.3207 0.4021 0.13 0.48 0.63 0.421
H -2.2727 -0.0633 1.0151 -0.50 1.09 -0.49 -0.302
H -5.1215 2.3180 5.0130 -0.80 0.82 0.08 0.230
H -3.5096 1.9858 4.9753 -1.19 -0.27 -0.37 0.117
C 1.6499 2.4445 -0.8627 1.15 -2.00 0.99 0.490
C 1.5195 3.7638 -0.1897 -0.24 1.56 -1.02 -0.250
C 2.7808 4.2502 0.5828 -1.62 -0.92 0.94 0.238
O 2.3301 4.9270 1.7785 0.53 -0.31 0.05 -0.434
C 3.4424 5.1391 2.6543 -0.61 -1.40 -0.13 -0.487
N 1.0599 4.7125 -1.2630 0.80 -0.10 0.65 -0.352
H 2.5349 2.4574 -1.4893 0.43 -0.08 -0.28 -0.072
H 0.8337 2.1675 -1.5078 -0.60 0.31 0.03 -1.052
H 1.8005 1.5946 -0.1272 -0.13 0.95 -0.83 0.228
H 0.7221 3.7474 0.5399 -0.28 -0.09 0.25 0.414
H 3.4329 4.9144 0.0355 0.25 0.18 -0.53 0.669
H 3.3087 3.3412 0.8729 0.43 -0.01 0.09 -0.678
H 3.1507 5.6689 3.5442 -0.36 0.75 -0.05 0.264
H 4.1955 5.6212 2.0667 0.86 0.60 0.09 0.394
H 3.8347 4.1867 3.0758 -0.14 0.32 -0.69 -0.056
H 0.8934 5.5685 -0.7636 -0.21 0.73 -0.05 0.362
H 1.8646 4.9145 -1.8723 -0.41 -0.19 0.19 0.355
C 7.3453 1.0013 -2.9399 0.13 0.58 0.05 -1.393
C 6.6547 0.6107 -1.6084 0.27 -0.07 -0.32 0.432
C 5.8757 1.8252 -1.0752 1.79 0.39 -0.16 -0.317
O 5.4565 1.6064 0.2417 -0.56 0.61 1.60 0.244
C 5.9024 2.6270 1.1692 0.79 -0.01 -0.96 -0.205
N 5.6589 -0.4866 -1.7486 -0.04 2.26 0.57 -0.213
H 6.5989 1.3103 -3.6858 0.17 -0.40 0.03 0.122
H 7.9909 0.2055 -3.3099 -0.39 -0.31 -0.20 0.416
H 8.0639 1.8631 -2.8815 -0.80 -0.56 0.56 0.401
H 7.4707 0.3124 -0.9094 -0.48 0.39 -0.07 0.162
H 5.0438 1.9921 -1.7878 0.17 0.19 0.54 -0.459
H 6.5731 2.6982 -0.9880 -0.53 -0.46 -0.90 0.540
H 5.3833 2.5514 2.0970 -0.64 -0.46 0.41 -0.577
H 5.7363 3.6588 0.7984 -0.02 -0.57 -0.12 0.481
H 6.9852 2.5373 1.4152 -0.46 -0.14 -0.41 0.273
H 5.3569 -0.7382 -0.8167 -0.13 -0.33 -0.03 -0.015
H 5.9719 -1.2723 -2.2409 0.73 -1.25 -0.62 0.249
C 2.5539 -2.0089 -3.7551 -0.33 -1.01 -1.20 -0.592
C 2.4769 -0.5230 -3.7550 2.37 2.48 0.83 1.906
C 3.0720 -0.0063 -5.1463 -1.29 -2.75 0.40 -1.244
O 2.9153 1.2822 -5.4839 -0.50 2.93 0.13 -0.274
C 3.8969 2.2086 -4.9741 -1.50 -0.96 0.14 -0.431
N 1.1751 0.0634 -3.4003 1.09 -1.28 0.25 1.113
H 2.4444 -2.4434 -2.7666 0.11 0.01 0.04 -0.335
H 3.5230 -2.3601 -4.2368 -1.22 0.30 0.60 0.431
H 1.6705 -2.3551 -4.3579 0.89 -0.14 0.29 0.013
H 3.1454 -0.0947 -2.9434 -0.32 -0.74 -0.75 -0.755
H 2.4484 -0.5402 -5.8662 -0.19 -0.24 -0.29 0.059
H 4.0729 -0.3609 -5.3839 0.59 -0.19 0.62 0.496
H 3.4749 3.2119 -5.1521 0.28 -0.39 0.35 0.250
H 4.7283 2.0348 -5.6351 1.08 0.29 0.33 0.397
H 4.0556 1.9788 -3.8863 0.28 0.51 -0.96 -0.117
H 1.3855 1.0179 -3.2469 -0.15 1.32 0.34 -0.389
H 0.6125 0.0799 -4.2097 -1.09 -0.06 -1.28 -0.758
C -3.1300 -3.4426 -3.5416 -0.31 -0.97 -2.47 -1.952
C -2.4615 -2.1377 -3.9043 1.18 0.05 3.15 0.616
C -2.9742 -0.8790 -3.1596 0.49 -0.24 -0.36 1.165
O -4.2978 -0.4755 -3.5327 0.40 -0.02 0.99 -0.378
C -4.5331 -0.2717 -4.9169 -0.64 -0.52 0.74 -0.750
N -1.0326 -2.3463 -3.5237 -0.50 -0.35 0.95 1.359
H -2.3701 -4.2041 -3.8833 -1.18 0.36 0.04 0.349
H -4.1184 -3.5877 -4.0803 1.09 0.01 0.72 0.272
H -3.2548 -3.6541 -2.5097 -0.26 0.25 1.10 0.321
H -2.4202 -1.9717 -4.9265 -0.34 0.28 -2.09 1.204
H -2.2480 -0.0467 -3.3527 -0.49 -0.44 0.12 -0.292
H -2.9365 -1.1147 -2.0580 -0.35 0.41 -0.99 -1.047
H -3.6711 0.1400 -5.4074 0.59 0.12 -0.42 0.233
H -5.3298 0.4821 -4.9270 -0.02 -0.39 -0.44 0.322
H -4.8475 -1.2403 -5.3715 0.15 0.80 -0.05 0.244
H -0.9582 -2.3547 -2.4801 0.10 0.43 -1.11 -0.640
H -0.4711 -1.5931 -3.8836 0.19 0.32 0.24 -0.797
C 2.2852 -2.2191 -0.0892 -0.93 -0.46 1.71 -1.786
C 1.0590 -1.6589 0.6516 0.65 1.58 -0.57 2.099
C 1.5513 -0.5750 1.6222 0.75 0.81 0.47 0.253
O 0.5255 0.3253 1.9905 -0.60 1.24 0.62 0.389
C 0.9822 1.5919 2.5746 -0.45 -0.84 -0.45 1.801
N 0.1786 -1.0574 -0.3270 -1.96 0.91 -0.70 1.913
H 2.7077 -1.3988 -0.6003 0.79 0.85 -0.75 -0.034
H 1.9885 -2.9823 -0.7605 -0.41 -0.68 -0.82 0.437
H 3.0091 -2.6741 0.5786 0.21 0.18 0.25 0.428
H 0.4868 -2.4083 1.1980 0.17 -0.14 0.08 -1.383
H 2.3511 0.0829 1.1855 -0.19 -0.98 0.05 -0.699
H 1.9300 -1.0485 2.5334 0.38 -0.04 0.04 0.157
H 0.0791 2.2211 2.7643 0.67 -0.52 -0.41 -0.136
H 1.6961 2.0984 1.8978 -0.45 -0.19 0.21 -0.672
H 1.4933 1.4412 3.5273 -0.18 -0.24 -0.22 -1.504
H 0.5444 -0.6459 -1.1814 0.86 -0.56 -0.07 -0.776
H -0.3772 -0.2570 0.0257 0.50 -0.95 0.34 -0.838
C 6.3216 -2.3905 3.7954 -1.67 -0.15 0.00 -1.747
C 5.1334 -1.5448 3.2832 1.57 1.25 0.06 0.639
C 5.1235 -0.2100 4.0487 0.27 0.56 0.02 -1.102
O 3.9857 0.6015 3.7200 0.10 0.26 0.61 0.288
C 3.9642 1.9278 4.3648 -0.22 -2.22 -0.56 -1.360
N 5.2050 -1.3240 1.8350 0.94 0.18 -0.09 -0.175
H 7.1234 -1.7280 3.6321 1.67 0.47 0.33 0.437
H 6.4602 -3.2504 3.1463 -0.07 -0.17 0.05 0.421
H 6.2030 -2.7210 4.8579 0.23 0.44 -0.92 0.374
H 4.2368 -2.0089 3.5768 -1.50 -0.82 -0.16 0.220
H 6.0487 0.4105 3.9300 -0.35 -0.57 -0.28 0.251
H 5.1237 -0.5470 5.0717 -0.31 0.39 1.00 0.429
H 2.9892 2.3428 4.1669 0.06 0.32 -0.41 0.125
H 4.7841 2.4825 3.9610 0.46 0.64 0.00 0.569
H 3.9880 1.8475 5.4355 0.41 -0.17 0.58 0.430
H 6.1460 -0.9433 1.5822 -0.70 -0.67 0.48 0.352
H 4.6489 -0.4969 1.7008 -0.67 0.34 -0.49 -0.335
C -7.5038 -0.3922 3.4354 1.10 0.25 -1.13 -1.288
C -7.1452 -1.6182 4.2432 0.88 0.41 0.03 0.435
C -5.6266 -1.6755 4.4974 -0.17 -1.62 0.47 -0.885
O -4.9880 -1.5987 3.2488 0.89 0.20 -0.21 0.648
C -3.6204 -1.9198 3.3970 0.67 -0.51 0.84 -1.401
N -7.7840 -1.6135 5.5276 -1.83 -0.92 1.42 -0.638
H -8.5226 -0.4328 3.1183 -0.95 0.19 0.18 0.435
H -6.9459 -0.4123 2.4744 -0.07 0.22 0.59 0.143
H -7.2628 0.5556 3.9618 -0.21 -0.58 -0.21 0.298
H -7.4029 -2.5258 3.6713 -0.05 0.28 0.25 0.340
H -5.3606 -2.7107 4.9262 -0.51 1.36 -0.15 0.321
H -5.2519 -0.8949 5.1917 -0.35 -0.22 -0.37 0.195
H -3.4867 -2.9922 3.6981 -0.21 0.62 -0.12 0.521
H -3.1295 -1.3115 4.1958 -0.40 -0.20 -0.54 0.416
H -3.0933 -1.7972 2.4605 -0.06 0.23 -0.26 0.106
H -8.5739 -2.2812 5.6117 0.94 0.60 -0.22 0.257
H -8.1702 -0.7167 5.8279 0.42 -0.21 -0.41 0.244
C -1.7722 4.2848 -5.8776 -0.45 0.94 -0.99 -1.730
C -0.8176 3.2309 -5.4289 1.35 -0.09 0.57 1.469
C 0.3334 3.0884 -6.4143 -0.15 0.06 -1.16 0.297
O -0.2152 2.8083 -7.7195 0.91 -0.10 0.08 -0.393
C 0.7979 2.2086 -8.5137 0.29 -0.24 1.31 -0.386
N -0.1289 3.4431 -4.1402 -0.93 -0.84 0.23 0.212
H -2.1087 3.9951 -6.8795 -0.05 0.16 0.04 0.356
H -1.2338 5.2387 -6.0054 -0.27 -0.09 0.18 0.363
H -2.6837 4.4429 -5.2876 0.41 -0.16 0.28 0.360
H -1.3774 2.2821 -5.4302 0.47 -0.02 0.33 -0.634
H 1.0210 2.2909 -6.1193 -0.35 -0.09 0.16 -0.444
H 0.9861 4.0016 -6.5213 -0.72 -0.31 0.39 0.270
H 0.9995 1.1918 -8.1460 -0.07 0.02 0.03 -0.170
H 1.7823 2.7247 -8.3795 -0.74 0.02 -0.64 0.275
H 0.4218 2.1211 -9.5144 0.15 0.32 -0.64 0.361
H 0.1636 4.3998 -3.9870 -0.22 0.05 -0.07 0.271
H -0.7436 3.1448 -3.3687 0.82 0.51 -0.47 -0.236
C 0.6463 -4.0197 7.6447 -2.14 0.44 1.09 -1.714
C -0.0105 -3.1110 6.6346 0.54 -1.08 -0.89 0.469
C -0.1605 -3.8546 5.2803 0.65 0.71 0.16 -0.071
O 1.1155 -4.1953 4.7815 0.35 0.02 0.48 -0.434
C 1.1516 -4.4991 3.4003 -1.62 -1.34 0.47 0.231
N -1.3189 -2.6295 6.9649 -0.13 1.40 -0.37 -0.412
H 0.8079 -3.5469 8.6207 -0.28 0.02 -0.14 0.424
H 1.5561 -4.3821 7.3321 2.14 -0.78 -0.98 0.383
H -0.0348 -4.8598 7.7397 0.00 -0.39 0.48 0.340
H 0.6877 -2.3252 6.4383 0.12 0.99 -0.09 -0.068
H -0.6550 -3.1925 4.5716 -0.24 0.24 -0.15 0.036
H -0.8011 -4.7191 5.4259 -0.15 -0.54 -0.05 0.363
H 2.1222 -4.8262 3.0998 0.77 0.00 0.07 0.450
H 0.8274 -3.6713 2.8132 -0.10 0.94 -0.52 -0.688
H 0.4491 -5.3253 3.1521 0.39 0.33 0.19 0.427
H -1.4449 -2.1033 7.8048 0.62 0.43 0.52 0.225
H -1.9977 -3.3364 7.0328 -0.83 -1.32 -0.21 0.233
```
Forces are in eV/Å.

Output
HOMO-LUMO gap ... 8.86 eV
Net charge ... 0

no.,E (Ha)
1,-345.71223
2,-5336.27581
3,-3935.82058